A.
The following is a quantum chemistry calculation of 3 unconnected molecules or ions with the total composition C2H9O3, from the Open Molecules 2025 dataset.

Calculated values
Total charge: -1
E_LUMO: 4.15 eV

Geometry as XYZ:
```
14
Properties=species:S:1:pos:R:3:lowdin_charge:R:1
C -0.71 -1.69 -0.24 -0.374
O 0.55 -1.46 -0.79 -0.159
C -1.85 -0.78 -0.81 -0.102
H -1.06 -2.62 -0.74 0.089
H -0.65 -1.82 0.84 0.098
H -1.80 -0.77 -1.90 0.062
H -2.77 -1.29 -0.48 0.052
H -1.91 0.23 -0.44 0.046
H 0.94 2.12 0.68 -0.030
H -0.46 2.36 1.25 -0.011
O 0.40 2.79 1.24 -0.176
H 1.72 0.79 1.18 -0.082
H 0.91 -0.57 -0.44 0.002
O 1.54 0.66 0.25 -0.414
```

***

B.
The following is a quantum chemistry calculation of 3 unconnected molecules or ions with the total composition C2H9O3, from the Open Molecules 2025 dataset.

Calculated values
Total charge: -1
E_LUMO: 4.38 eV

Geometry as XYZ:
```
14
Properties=species:S:1:pos:R:3:lowdin_charge:R:1
C 1.40 0.26 0.29 -0.542
O 0.10 -0.12 0.44 -0.340
C 2.31 -0.55 1.24 -0.152
H 1.79 0.34 -0.81 0.101
H 1.59 1.38 0.60 0.091
H 2.65 -1.61 0.83 0.087
H 3.21 0.00 1.55 0.037
H 1.73 -0.61 2.15 0.040
H -2.01 0.50 0.57 0.019
H -2.77 -0.19 -0.48 -0.007
O -2.89 0.54 0.11 -0.108
H -0.28 0.62 -1.70 -0.032
H -0.25 -0.46 -1.00 -0.010
O -0.70 -0.19 -1.91 -0.184
```

***

It is A that is most stable; the runner-up trails by 10.4 kcal/mol.

***

A.
The following is a quantum chemistry calculation of 2 unconnected molecules or ions with the total composition H4NOPS2, from the Open Molecules 2025 dataset.

Calculated values
E_LUMO: -0.39 eV

Geometry as XYZ:
```
9
Properties=species:S:1:pos:R:3:lowdin_charge:R:1
N 1.75 0.75 1.04 -0.228
O -2.67 -0.28 -0.37 -0.105
P 1.50 -0.21 -0.26 -0.216
S 1.68 -2.09 0.11 0.186
S 0.99 0.91 -1.78 0.179
H 1.34 1.59 0.78 -0.027
H 1.46 0.33 1.99 0.110
H -3.39 0.21 -0.77 0.023
H -2.64 -1.22 -0.74 0.077
```

***

B.
The following is a quantum chemistry calculation of a single H4NOPS2 molecule, from the Open Molecules 2025 dataset.

Calculated values
E_LUMO: 0.28 eV

Geometry as XYZ:
```
9
Properties=species:S:1:pos:R:3:lowdin_charge:R:1
N 1.00 -0.70 0.67 -0.189
P -0.16 0.12 -0.33 -0.047
O 0.01 -0.18 -1.73 -0.405
S -2.23 -0.31 0.31 0.399
S 0.38 2.09 0.27 0.445
H 0.81 -0.53 1.69 0.056
H 1.04 -1.73 0.52 0.062
H -2.39 -0.50 -1.04 -0.173
H 1.55 1.73 -0.35 -0.148
```

***

It is B that is most stable; the runner-up trails by 17.8 kcal/mol.

***

A.
The following is a quantum chemistry calculation of a single H4NOPS2 molecule, from the Open Molecules 2025 dataset.

Calculated values
E_LUMO: 0.23 eV

Geometry as XYZ:
```
9
Properties=species:S:1:pos:R:3:lowdin_charge:R:1
N -1.49 0.55 0.32 -0.112
P 0.56 0.19 -0.05 -0.017
O 0.48 0.37 -1.63 -0.295
S 1.86 1.22 0.93 0.196
S 0.63 -1.94 0.17 0.426
H -1.91 -0.27 0.75 -0.021
H -1.67 1.35 0.86 -0.038
H -0.35 0.40 -2.05 0.037
H 1.88 -1.86 0.69 -0.176
```

***

B.
The following is a quantum chemistry calculation of a single H4NOPS2 molecule, from the Open Molecules 2025 dataset.

Calculated values
E_LUMO: 0.35 eV

Geometry as XYZ:
```
9
Properties=species:S:1:pos:R:3:lowdin_charge:R:1
N -0.25 0.30 1.45 -0.168
P -0.24 -0.18 -0.19 -0.076
O 1.33 -0.82 -0.24 -0.286
S -1.52 -1.54 -0.79 0.165
S -0.11 1.76 -1.06 0.447
H -1.13 0.61 1.95 0.091
H 0.16 -0.38 2.01 0.011
H 1.23 -1.50 -0.87 -0.005
H 0.53 1.75 -2.25 -0.179
```

***

C.
The following is a quantum chemistry calculation of 2 unconnected molecules or ions with the total composition H4NOPS2, from the Open Molecules 2025 dataset.

Calculated values
E_LUMO: -0.83 eV

Geometry as XYZ:
```
9
Properties=species:S:1:pos:R:3:lowdin_charge:R:1
N -0.29 -0.87 1.80 -0.219
O -0.82 0.56 -2.73 -0.069
P 0.76 0.25 1.21 -0.145
S 1.86 -0.36 -0.32 0.160
S 0.53 1.95 2.17 0.168
H -1.17 -0.63 2.10 0.006
H -0.33 -1.77 1.23 0.089
H -0.24 1.13 -3.09 -0.049
H -0.32 -0.26 -2.36 0.058
```

***

It is B that is most stable; the runner-up trails by 19.2 kcal/mol.